ORCA calculation (ωB97M-V with the def2-TZVPD basis set) on a molecular structure, C36H35Cl3N4O11P3SeSn.

```
94
C36H35Cl3N4O11P3SeSn (ωB97M-V with the def2-TZVPD basis set)
Sn 0.364 0.400 -0.595
Se 2.829 1.702 -1.609
Cl 2.707 -1.229 0.665
Cl 2.845 -4.084 0.872
Cl 1.198 -2.623 2.720
P 0.487 -1.904 -3.760
P -1.666 0.175 -3.759
P -2.405 0.434 0.266
O 0.423 2.587 0.088
O 0.318 0.547 1.544
O -1.726 -0.535 -2.451
O 1.275 -0.952 -2.951
O -0.604 2.293 -4.633
O 0.239 -0.164 -5.749
O 1.394 -2.805 -4.701
O -0.703 1.485 -3.442
O 0.138 -3.933 -0.134
O 0.075 -1.744 -0.416
O -0.420 -2.934 -3.013
N 0.550 2.795 1.337
N 0.502 1.753 2.059
N 5.078 1.263 0.065
N 4.950 -0.282 -1.457
C 0.596 3.218 5.447
C -2.366 -2.981 2.502
C 0.591 3.134 4.067
C -3.796 0.839 -0.837
C -5.904 1.671 -2.455
C -0.546 -0.961 -4.948
C 0.481 0.825 5.621
C -3.636 1.914 -1.706
C -1.471 -1.804 -5.790
C 6.075 -0.558 -0.694
C -3.557 3.395 3.603
C 6.162 0.430 0.282
C -2.642 -1.264 0.834
C 8.036 -1.559 0.141
C -2.836 -3.931 1.612
C 4.356 0.822 -0.986
C -3.564 1.144 2.760
C -4.683 2.330 -2.513
C -2.848 3.810 2.487
C 8.124 -0.559 1.121
C 7.013 -1.580 -0.785
C 1.777 -2.709 1.058
C -3.089 -2.231 -0.068
C 0.535 1.874 3.485
C -3.924 2.063 3.731
C 4.538 -1.060 -2.608
C -2.807 1.541 1.659
C -2.257 -1.653 2.114
C 7.193 0.456 1.212
C 0.478 0.717 4.238
C 0.555 -2.826 0.093
C -2.479 2.888 1.519
C 0.539 2.069 6.228
C -6.075 0.613 -1.575
C -5.027 0.200 -0.764
C -3.190 -3.555 0.323
H 5.235 -0.891 -3.428
H -2.690 2.444 -1.738
H 8.946 -0.584 1.823
H -2.072 -3.275 3.501
H 0.626 4.021 3.455
H -4.503 1.740 4.586
H -1.860 -0.922 2.807
H 6.945 -2.351 -1.538
H 3.532 -0.762 -2.893
H 0.439 -0.072 6.223
H -4.548 3.166 -3.186
H 0.537 2.147 7.305
H -3.344 -1.948 -1.080
H -3.841 4.111 4.363
H 0.641 4.191 5.917
H -3.880 0.115 2.863
H -2.208 -2.314 -5.172
H -2.908 -4.967 1.912
H 1.145 -3.738 -4.724
H -0.889 -2.548 -6.335
H -3.531 -4.299 -0.383
H 8.789 -2.333 0.111
H -2.583 4.851 2.366
H -0.719 3.176 -4.251
H -1.951 3.227 0.639
H -7.029 0.110 -1.512
H -6.722 1.987 -3.086
H 0.439 -0.241 3.746
H -5.177 -0.622 -0.076
H 4.533 -2.114 -2.330
H -1.982 -1.171 -6.515
H -0.560 -2.679 -2.073
H 7.262 1.222 1.970
H 4.812 2.078 0.594
H 0.919 0.276 -5.215
```

Results
Max |F|   0.476 eV Å⁻¹
Frontier orbital gap (alpha / beta)   0.2142 / 0.1937 hartree
Relative energy (zero: lowest compared OMol25 entry of this formula, charge and spin)   581.0 kJ/mol
Highest occupied orbital energy (alpha / beta)   -10.5 / -9.7 eV
Charge   +1

Atomic charges from the Löwdin analysis, expressed in e, are listed below: number 1, Sn, carries 1.1499; number 2, Se, carries 0.7561; number 3, Cl, carries 0.6722; number 4, Cl, carries 0.6637; number 5, Cl, carries 0.6918; number 6, P, carries 0.4471; number 7, P, carries 0.9241; number 8, P, carries 1.1019; number 9, O, carries -0.3330; number 10, O, carries -0.3053; number 11, O, carries -0.4362; number 12, O, carries -0.3584; number 13, O, carries -0.0449; number 14, O, carries -0.0025; number 15, O, carries -0.0714; number 16, O, carries -0.3660; number 17, O, carries 0.0737; number 18, O, carries -0.2601; number 19, O, carries -0.0875; number 20, N, carries 0.0136; number 21, N, carries -0.1793; number 22, N, carries 0.1290; number 23, N, carries -0.0745; number 24, C, carries -0.0654; number 25, C, carries -0.0803; number 26, C, carries -0.0158; number 27, C, carries -0.3539; number 28, C, carries -0.0700; number 29, C, carries -0.6219; number 30, C, carries -0.0596; number 31, C, carries -0.1340; number 32, C, carries -0.0695; number 33, C, carries -0.1621; number 34, C, carries -0.0696; number 35, C, carries -0.1734; number 36, C, carries -0.3614; number 37, C, carries -0.0611; number 38, C, carries -0.0630; number 39, C, carries -0.7262; number 40, C, carries -0.0752; number 41, C, carries -0.0746; number 42, C, carries -0.0684; number 43, C, carries -0.0638; number 44, C, carries 0.0110; number 45, C, carries -1.4470; number 46, C, carries -0.1031; number 47, C, carries -0.1651; number 48, C, carries -0.0621; number 49, C, carries -0.0004; number 50, C, carries -0.3289; number 51, C, carries -0.1149; number 52, C, carries 0.0051; number 53, C, carries -0.0152; number 54, C, carries -0.7603; number 55, C, carries -0.1099; number 56, C, carries -0.0712; number 57, C, carries -0.0610; number 58, C, carries -0.0719; number 59, C, carries -0.0585; number 60, H, carries 0.1118; number 61, H, carries 0.0964; number 62, H, carries 0.1117; number 63, H, carries 0.1075; number 64, H, carries 0.1110; number 65, H, carries 0.1095; number 66, H, carries 0.0937; number 67, H, carries 0.1178; number 68, H, carries 0.0388; number 69, H, carries 0.1105; number 70, H, carries 0.1078; number 71, H, carries 0.1083; number 72, H, carries 0.0985; number 73, H, carries 0.1085; number 74, H, carries 0.1099; number 75, H, carries 0.1009; number 76, H, carries 0.0891; number 77, H, carries 0.1122; number 78, H, carries 0.1047; number 79, H, carries 0.0941; number 80, H, carries 0.1133; number 81, H, carries 0.1117; number 82, H, carries 0.1108; number 83, H, carries 0.1147; number 84, H, carries 0.0893; number 85, H, carries 0.1101; number 86, H, carries 0.1082; number 87, H, carries 0.0546; number 88, H, carries 0.1082; number 89, H, carries 0.1059; number 90, H, carries 0.0960; number 91, H, carries 0.0643; number 92, H, carries 0.1190; number 93, H, carries 0.1618; number 94, H, carries 0.1078